1.
C44H32Br4INO3P2S2Sr as an isolated structure in a non-equilibrium geometry, computed with the ωB97M-V functional and the def2-TZVPD basis.

Atoms and positions in Å:
Sr: 0.036 1.056 0.348
S: -0.098 1.642 -2.110
P: -0.653 -0.128 -1.667
C: -1.023 -0.705 -0.098
P: -2.288 0.456 -0.131
S: -2.038 2.355 -0.063
C: -3.021 -0.097 1.390
C: -3.090 -1.478 1.508
C: -3.427 -2.045 2.712
C: -3.623 -1.224 3.813
C: -3.487 0.148 3.708
C: -3.189 0.721 2.486
C: -3.610 0.469 -1.302
C: -3.394 1.380 -2.325
C: -4.397 1.712 -3.193
C: -5.649 1.142 -3.001
C: -5.874 0.254 -1.964
C: -4.850 -0.085 -1.099
C: -1.824 -0.722 -2.830
C: -2.520 -1.818 -2.366
C: -3.501 -2.374 -3.147
C: -3.763 -1.810 -4.389
C: -3.040 -0.724 -4.858
C: -2.046 -0.181 -4.074
C: 0.568 -1.356 -2.122
C: 0.886 -2.256 -1.121
C: 1.543 -3.423 -1.451
C: 1.846 -3.684 -2.778
C: 1.526 -2.773 -3.775
C: 0.887 -1.597 -3.446
H: -2.855 -2.095 0.631
H: -3.509 -3.120 2.806
H: -3.858 -1.668 4.771
H: -3.614 0.780 4.576
H: -3.048 1.791 2.379
H: -2.402 1.861 -2.429
H: -4.210 2.415 -3.999
H: -6.465 1.418 -3.659
H: -6.862 -0.167 -1.804
H: -4.993 -0.765 -0.260
H: -2.263 -2.163 -1.348
H: -4.077 -3.223 -2.793
H: -4.557 -2.226 -4.999
H: -3.272 -0.285 -5.823
H: -1.476 0.699 -4.380
H: 0.607 -2.028 -0.095
H: 1.791 -4.136 -0.677
H: 2.333 -4.614 -3.045
H: 1.752 -2.995 -4.813
H: 0.590 -0.877 -4.212
Br: 1.263 2.976 6.810
C: 0.994 1.420 5.830
C: 0.950 0.174 6.423
Br: 1.208 0.020 8.271
C: 0.740 -0.951 5.644
Br: 0.711 -2.650 6.453
C: 0.527 -0.954 4.232
O: 0.305 -1.989 3.599
C: 0.596 0.408 3.596
O: 0.449 0.595 2.284
C: 0.822 1.473 4.437
Br: 0.894 3.210 3.461
I: 5.096 4.182 -1.838
C: 3.196 4.204 -0.939
C: 2.386 5.311 -1.139
C: 1.184 5.302 -0.430
C: 0.854 4.213 0.353
N: 1.619 3.098 0.491
C: 2.832 3.156 -0.122
H: 2.680 6.119 -1.789
H: 0.526 6.157 -0.497
H: -0.067 4.136 0.912
H: 3.464 2.291 0.054
C: 3.410 0.891 2.297
C: 3.263 0.129 1.002
O: 2.193 0.334 0.328
C: 4.348 -0.704 0.523
C: 5.564 -0.869 1.222
C: 6.582 -1.636 0.701
C: 6.431 -2.283 -0.518
C: 5.239 -2.142 -1.222
C: 4.225 -1.365 -0.719
H: 2.508 1.522 2.205
H: 4.345 1.435 2.380
H: 3.310 0.206 3.133
H: 5.695 -0.383 2.172
H: 7.510 -1.740 1.246
H: 7.233 -2.886 -0.913
H: 5.113 -2.643 -2.171
H: 3.299 -1.227 -1.249

Energy ... -383129.2174 eV
Gap between HOMO and LUMO ... 4.06 eV
HOMO level ... -0.909 eV
Total charge ... -2
Energy relative to the best compared isomer or geometry (same formula, charge and spin) ... 285.4 kcal/mol

2.
C44H33AsClF12NO2Ru as an isolated structure in a non-equilibrium geometry, computed with the ωB97M-V functional and the def2-TZVPD basis.

Atoms and positions in Å:
Ru: -1.188 0.057 -1.022
O: -1.121 1.643 0.278
C: -0.388 2.658 0.781
C: 1.169 2.402 0.641
C: 1.527 1.181 1.416
C: 1.963 1.205 2.713
C: 2.203 0.022 3.418
C: 1.950 -1.196 2.776
C: 1.512 -1.237 1.481
C: 1.137 -2.484 0.773
C: -0.424 -2.732 0.979
O: -1.163 -1.630 0.779
C: -0.511 -3.208 2.442
C: -0.997 -2.349 3.414
C: -1.019 -2.732 4.744
C: -0.557 -3.984 5.113
C: -0.083 -4.854 4.143
C: -0.058 -4.468 2.816
C: -0.923 -3.917 0.145
C: -0.141 -4.737 -0.654
C: -0.709 -5.809 -1.323
C: -2.059 -6.085 -1.199
C: -2.849 -5.256 -0.421
C: -2.286 -4.181 0.236
N: 1.319 -0.046 0.791
C: -0.837 3.964 0.119
C: -2.100 4.432 0.468
C: -2.604 5.590 -0.089
C: -1.865 6.288 -1.029
C: -0.627 5.804 -1.411
C: -0.111 4.651 -0.840
C: -0.586 2.833 2.294
C: -1.134 1.813 3.057
C: -1.227 1.942 4.432
C: -0.778 3.091 5.061
C: -0.239 4.118 4.302
C: -0.147 3.990 2.928
H: 1.703 3.270 1.027
H: 1.403 2.276 -0.417
H: 2.125 2.161 3.189
H: 2.544 0.048 4.439
H: 2.109 -2.128 3.297
H: 1.688 -3.330 1.183
H: 1.320 -2.394 -0.297
H: -1.358 -1.385 3.094
H: -1.388 -2.051 5.500
H: -0.567 -4.290 6.152
H: 0.276 -5.837 4.424
H: 0.309 -5.153 2.063
H: 0.913 -4.548 -0.782
H: -0.089 -6.432 -1.955
H: -2.493 -6.935 -1.714
H: -3.910 -5.447 -0.333
H: -2.898 -3.517 0.827
H: -2.681 3.861 1.181
H: -3.584 5.937 0.210
H: -2.268 7.189 -1.476
H: -0.058 6.322 -2.169
H: 0.853 4.293 -1.169
H: -1.478 0.925 2.546
H: -1.653 1.141 5.021
H: -0.843 3.191 6.138
H: 0.107 5.025 4.783
H: 0.271 4.794 2.337
Cl: -4.400 -0.992 -1.274
C: -3.273 0.157 -0.598
H: -3.384 0.085 0.488
H: -3.599 1.146 -0.946
F: -0.364 2.167 -2.523
As: -1.663 2.528 -3.657
F: -2.565 3.372 -2.413
F: -0.819 4.062 -4.075
F: -2.510 1.065 -3.275
F: -0.767 1.758 -4.947
F: -2.941 2.969 -4.825
F: 6.561 -0.205 -4.738
C: 5.431 -0.545 -5.434
F: 5.678 -1.792 -5.883
F: 5.470 0.249 -6.527
C: 4.200 -0.421 -4.624
C: 3.557 -1.564 -4.139
C: 2.519 -1.441 -3.253
C: 2.098 -0.166 -2.814
C: 2.680 0.979 -3.398
C: 3.729 0.849 -4.271
C: 1.238 -0.065 -1.720
C: 0.959 -0.078 -0.504
H: 3.897 -2.539 -4.456
H: 2.030 -2.319 -2.861
H: 2.310 1.955 -3.121
H: 4.214 1.723 -4.683
F: -2.328 -2.111 -2.852
C: -1.250 -1.388 -2.464
F: -0.305 -2.369 -2.226
F: -0.802 -0.832 -3.639

Energy ... -160304.3117 eV
Gap between HOMO and LUMO (alpha / beta) ... 5.49 / 5.49 eV
HOMO level (alpha / beta) ... -2.034 / -2.029 eV
Total charge ... -2

3.
A 5-piece molecular cluster, C44H33Br2F6N6O11PS overall in a non-equilibrium geometry, computed with the ωB97M-V functional and the def2-TZVPD basis.

Atoms and positions in Å:
C: -4.512 -0.093 -3.274
C: -4.808 -1.712 -3.103
Br: -6.720 -2.381 -2.863
C: -3.715 -2.764 -3.105
Br: -4.099 -4.732 -2.927
C: -2.159 -2.174 -3.276
C: -1.278 -1.805 -1.938
C: -1.764 -1.945 -0.380
O: -3.082 -1.716 -0.127
C: -0.828 -2.280 0.921
F: 0.578 -2.632 0.618
F: -0.765 -1.001 1.724
C: -1.424 -3.418 1.939
F: -0.444 -3.557 3.079
F: -2.716 -2.978 2.558
C: -1.703 -4.884 1.264
F: -2.771 -4.894 0.221
F: -2.232 -5.758 2.378
C: -0.373 -5.653 0.690
O: -0.395 -6.385 -0.445
O: 0.966 -5.558 1.357
C: 0.254 -1.187 -2.179
C: 0.870 -0.948 -3.679
C: -0.078 -1.332 -4.959
C: -1.621 -1.962 -4.846
N: -2.484 -2.275 -6.046
C: -1.707 -2.841 -7.211
C: -2.458 -4.039 -8.091
C: -1.815 -4.754 -9.419
C: -0.300 -4.255 -9.895
C: 0.522 -3.062 -9.060
P: 2.269 -2.493 -9.667
N: 3.481 -3.403 -9.095
C: -0.226 -2.374 -7.732
S: 0.615 -0.998 -6.706
H: -5.423 0.584 -2.906
H: -3.541 0.258 -2.678
H: -4.272 0.152 -4.414
H: 1.610 -5.094 0.720
H: 0.953 -0.904 -1.261
H: 1.963 -0.512 -3.864
H: -3.231 -2.977 -5.844
H: -3.545 -4.383 -7.750
H: -2.445 -5.568 -9.992
H: 0.126 -4.784 -10.860
H: 2.427 -1.094 -9.264
H: 2.358 -2.528 -11.130
H: 3.075 -4.163 -8.500
O: -7.388 -0.490 7.118
N: -6.535 -1.096 7.783
O: -6.632 -1.338 8.995
C: -5.325 -1.554 7.090
C: -5.156 -1.269 5.728
C: -3.992 -1.685 5.079
C: -3.010 -2.383 5.783
C: -3.186 -2.675 7.137
C: -4.344 -2.261 7.798
H: -5.912 -0.726 5.164
H: -3.849 -1.463 4.023
H: -2.102 -2.701 5.275
H: -2.417 -3.222 7.679
H: -4.464 -2.493 8.854
O: 1.984 0.864 -1.790
N: 1.711 2.059 -1.607
O: 1.257 2.817 -2.476
C: 1.948 2.617 -0.270
C: 2.497 1.806 0.733
C: 2.742 2.348 1.996
C: 2.439 3.686 2.254
C: 1.883 4.489 1.257
C: 1.636 3.958 -0.011
H: 2.739 0.762 0.548
H: 3.174 1.729 2.779
H: 2.638 4.106 3.239
H: 1.647 5.529 1.466
H: 1.205 4.598 -0.779
O: 2.101 7.243 1.049
N: 1.652 7.604 2.147
O: 1.747 6.947 3.193
C: 0.956 8.895 2.210
C: 0.793 9.653 1.043
C: 0.109 10.869 1.105
C: -0.403 11.323 2.322
C: -0.230 10.570 3.485
C: 0.450 9.351 3.435
H: 1.185 9.314 0.087
H: -0.029 11.462 0.203
H: -0.940 12.268 2.364
H: -0.628 10.932 4.430
H: 0.574 8.775 4.349
O: 4.969 0.194 0.864
N: 5.997 0.201 1.559
O: 7.015 0.859 1.299
C: 6.010 -0.630 2.769
C: 4.894 -1.418 3.081
C: 4.922 -2.225 4.220
C: 6.051 -2.239 5.040
C: 7.157 -1.445 4.732
C: 7.142 -0.636 3.594
H: 4.006 -1.419 2.452
H: 4.063 -2.846 4.468
H: 6.070 -2.874 5.924
H: 8.032 -1.459 5.378
H: 8.013 -0.025 3.366

Energy ... -254102.7033 eV
Gap between HOMO and LUMO ... 6.19 eV
HOMO level ... -8.099 eV
Structure (SMILES) ... C/C(Br)=C(/Br)c1c(C(=O)C(F)(F)C(F)(F)C(F)(F)C(=O)O)ccc2c1Nc1cccc([PH2]=N)c1S2.O=[N+]([O-])c1ccccc1.O=[N+]([O-])c1ccccc1.O=[N+]([O-])c1ccccc1.O=[N+]([O-])c1ccccc1

4.
C44H33Br3F9N3NiP2 as an isolated structure in a non-equilibrium geometry, computed with the ωB97M-V functional and the def2-TZVPD basis.

Atoms and positions in Å:
Ni: 0.979 -0.699 -1.129
Br: 1.588 -3.429 -0.992
C: 0.208 -3.728 -2.311
Br: -0.550 -2.020 -2.819
H: -0.571 -4.347 -1.868
H: 0.649 -4.192 -3.190
N: 2.159 1.823 -2.427
P: 0.760 1.621 -1.479
C: -0.444 2.653 -2.410
C: -0.421 4.029 -2.195
C: -1.237 4.855 -2.944
C: -2.096 4.319 -3.888
C: -2.127 2.947 -4.094
C: -1.296 2.110 -3.366
C: 1.119 2.676 -0.046
C: 0.157 2.772 0.961
C: 0.390 3.570 2.066
C: 1.575 4.287 2.165
C: 2.519 4.221 1.150
C: 2.306 3.397 0.059
C: 2.701 0.810 -3.181
C: 3.629 1.095 -4.193
C: 4.163 0.058 -4.922
C: 3.758 -1.244 -4.635
C: 2.845 -1.438 -3.621
N: 2.330 -0.442 -2.892
H: 2.359 2.762 -2.756
H: 0.232 4.460 -1.453
H: -1.201 5.921 -2.777
H: -2.740 4.971 -4.459
H: -2.807 2.527 -4.819
H: -1.313 1.040 -3.546
H: -0.766 2.214 0.872
H: -0.353 3.642 2.843
H: 1.760 4.898 3.035
H: 3.413 4.824 1.203
H: 3.058 3.315 -0.711
H: 3.906 2.118 -4.398
H: 4.875 0.251 -5.709
H: 4.137 -2.084 -5.192
H: 2.517 -2.443 -3.394
F: -0.194 0.935 6.911
C: 0.709 0.203 6.266
F: 1.861 0.903 6.271
F: 0.919 -0.912 6.967
C: 0.313 -0.110 4.845
C: -0.788 0.495 4.260
C: -1.114 0.179 2.955
C: -0.349 -0.740 2.245
C: 0.790 -1.300 2.827
C: 1.109 -1.003 4.136
P: -0.766 -1.187 0.530
C: -1.264 -2.949 0.674
C: -0.697 -3.844 1.578
C: -1.102 -5.167 1.599
C: -2.075 -5.599 0.709
C: -2.658 -4.716 -0.190
C: -2.249 -3.397 -0.209
C: -2.471 -7.055 0.670
F: -2.447 -7.623 1.872
F: -3.691 -7.227 0.159
F: -1.613 -7.737 -0.114
C: -2.415 -0.431 0.294
C: -2.563 0.593 -0.631
C: -3.761 1.269 -0.750
C: -4.829 0.900 0.057
C: -4.712 -0.161 0.948
C: -3.507 -0.828 1.067
C: -6.097 1.720 -0.023
F: -7.094 1.210 0.694
F: -6.522 1.848 -1.285
F: -5.868 2.964 0.433
H: -1.383 1.198 4.821
H: -1.977 0.634 2.499
H: 1.436 -1.948 2.251
H: 1.970 -1.450 4.606
H: 0.052 -3.523 2.282
H: -0.667 -5.858 2.306
H: -3.428 -5.060 -0.862
H: -2.711 -2.713 -0.907
H: -1.726 0.848 -1.263
H: -3.868 2.083 -1.452
H: -5.558 -0.451 1.554
H: -3.419 -1.650 1.762
Br: 6.486 1.338 2.215
C: 4.933 0.622 1.424
C: 5.029 -0.213 0.314
C: 3.873 -0.670 -0.284
N: 2.655 -0.306 0.126
C: 2.568 0.461 1.213
C: 3.666 0.921 1.914
H: 5.994 -0.498 -0.069
H: 3.936 -1.358 -1.115
H: 1.581 0.720 1.566
H: 3.534 1.521 2.800

Multiplicity ... 3
Energy ... -344830.4029 eV
Gap between HOMO and LUMO (alpha / beta) ... 8.65 / 7.77 eV
HOMO level (alpha / beta) ... -14.014 / -14.163 eV
Total charge ... +2
Energy relative to the best compared isomer or geometry (same formula, charge and spin) ... 7.9 kcal/mol
⟨S²⟩ ... 2.01

5.
C44H33BrEuF4N6O4PS as an isolated structure in a non-equilibrium geometry, computed with the ωB97M-V functional and the def2-TZVPD basis.

Atoms and positions in Å:
Eu: 0.546 0.608 -0.101
O: 1.831 0.912 -1.701
C: 1.773 2.201 -1.815
C: 2.876 2.999 -1.419
C: 2.867 4.363 -1.560
C: 1.781 5.006 -2.157
C: 0.684 4.272 -2.535
C: 0.626 2.882 -2.346
C: -0.633 2.215 -2.497
N: -0.867 1.018 -2.088
C: -2.230 0.545 -2.068
C: -2.771 0.677 -0.633
N: -1.862 0.003 0.276
C: -2.342 -0.450 1.378
C: -1.618 -1.172 2.379
C: -2.347 -1.720 3.447
C: -1.769 -2.546 4.377
C: -0.404 -2.833 4.286
C: 0.355 -2.280 3.290
C: -0.210 -1.433 2.299
O: 0.529 -1.004 1.335
H: 3.719 2.478 -0.982
H: 3.708 4.944 -1.208
H: 1.795 6.076 -2.289
H: -0.181 4.773 -2.945
H: -1.440 2.818 -2.935
H: -2.240 -0.518 -2.328
H: -2.878 1.099 -2.762
H: -3.795 0.272 -0.561
H: -2.797 1.748 -0.384
H: -3.418 -0.340 1.594
H: -3.398 -1.478 3.515
H: -2.362 -2.982 5.166
H: 0.054 -3.506 4.999
H: 1.415 -2.481 3.211
N: -3.174 3.298 6.427
C: -2.503 3.347 5.229
C: -3.087 2.825 4.071
C: -2.421 2.894 2.865
C: -1.178 3.497 2.795
C: -0.596 4.043 3.926
C: -1.255 3.974 5.136
S: -0.217 3.360 1.303
O: -1.087 2.852 0.245
O: 0.482 4.576 1.001
N: 0.758 2.103 1.542
C: 1.999 2.239 2.009
N: 2.863 1.317 1.517
C: 4.103 1.365 1.967
C: 4.520 2.302 2.899
C: 3.560 3.207 3.328
N: 2.316 3.189 2.894
H: -3.914 2.620 6.505
H: -2.624 3.421 7.261
H: -4.056 2.353 4.137
H: -2.846 2.477 1.966
H: 0.383 4.484 3.837
H: -0.802 4.386 6.025
H: 4.784 0.629 1.558
H: 5.529 2.315 3.270
H: 3.779 3.979 4.056
F: 4.608 -6.055 -1.723
C: 3.671 -5.110 -1.796
C: 2.598 -5.242 -2.671
F: 2.493 -6.318 -3.454
C: 1.637 -4.239 -2.737
F: 0.659 -4.395 -3.633
C: 1.677 -3.103 -1.932
P: 0.278 -1.861 -1.907
C: -1.069 -3.085 -1.583
C: -1.361 -3.236 -0.228
C: -2.413 -4.025 0.199
C: -3.202 -4.678 -0.733
C: -2.892 -4.573 -2.078
C: -1.832 -3.792 -2.506
C: 0.237 -1.515 -3.700
C: 1.438 -1.153 -4.307
C: 1.462 -0.765 -5.634
C: 0.289 -0.729 -6.371
C: -0.908 -1.067 -5.768
C: -0.939 -1.447 -4.438
C: 2.788 -2.961 -1.097
Br: 3.057 -1.363 -0.073
C: 3.766 -3.954 -1.027
F: 4.813 -3.796 -0.222
H: -0.747 -2.721 0.491
H: -2.624 -4.120 1.255
H: -4.052 -5.263 -0.415
H: -3.479 -5.106 -2.809
H: -1.609 -3.754 -3.559
H: 2.355 -1.162 -3.734
H: 2.394 -0.486 -6.100
H: 0.302 -0.417 -7.405
H: -1.828 -1.034 -6.332
H: -1.884 -1.694 -3.980

Multiplicity ... 7
Energy ... -183661.9367 eV
Gap between HOMO and LUMO (alpha / beta) ... 7.96 / 8.02 eV
HOMO level (alpha / beta) ... -7.724 / -7.780 eV
Energy relative to the best compared isomer or geometry (same formula, charge and spin) ... 0.0 kcal/mol
⟨S²⟩ ... 12.01